Entry 1:
The following is a DFT calculation (the ωB97M-V functional and the def2-TZVPD basis) of C29H25BrCl2N3O2SiV as an isolated structure in a non-equilibrium geometry.

Positions of all 64 atoms, in Å:
V 0.3173 0.6475 -0.2270
Br 2.2737 6.8334 -3.6655
C 1.6933 5.1177 -3.0461
C 0.6265 4.5136 -3.7012
C 0.1898 3.2795 -3.2462
C 0.8017 2.6530 -2.1614
O 0.3877 1.4909 -1.7153
C 1.9005 3.2799 -1.4946
C 2.4998 2.6719 -0.3655
N 2.0957 1.5197 0.2038
C 2.6901 1.0657 1.3562
C 3.9217 1.4543 1.9000
C 4.3252 0.9522 3.1327
C 3.5529 0.0541 3.8436
C 2.3284 -0.3996 3.3106
C 1.4888 -1.3519 3.9258
C 0.3058 -1.7008 3.3035
C -0.0627 -1.0881 2.1160
N 0.7052 -0.1705 1.5031
C 1.8981 0.1303 2.0689
C 2.3285 4.5338 -1.9775
H 0.1494 5.0010 -4.5390
H -0.6426 2.7776 -3.7241
H 3.3164 3.2175 0.0997
H 4.5720 2.1310 1.3625
H 5.2720 1.2776 3.5473
H 3.8738 -0.3096 4.8118
H 1.7954 -1.8061 4.8596
H -0.3518 -2.4461 3.7318
H -0.9964 -1.3195 1.6242
H 3.1415 5.0493 -1.4825
Cl -3.2088 1.0950 -4.6688
C -2.3891 -0.4064 -4.2264
Cl -1.8248 -0.3724 -2.5329
H -1.5303 -0.5235 -4.8770
H -3.0999 -1.2153 -4.3454
N -1.2699 -8.9188 -1.4491
C -1.0226 -7.7951 -1.3980
C -0.6841 -6.4162 -1.3175
C -1.0440 -5.6629 -0.1932
C -0.6412 -4.3520 -0.0853
C 0.1111 -3.7360 -1.1030
C 0.4545 -4.4980 -2.2305
C 0.0679 -5.8166 -2.3330
C 0.4500 -2.3694 -0.9711
C 0.6273 -1.1722 -0.7950
H -1.6316 -6.1249 0.5893
H -0.8940 -3.7684 0.7889
H 1.0485 -4.0438 -3.0120
H 0.3486 -6.4098 -3.1937
C -4.1517 0.4749 1.2974
Si -2.4988 1.4061 1.2125
C -1.8495 1.5414 2.9953
C -2.8600 3.1806 0.6391
O -1.4744 0.6380 0.2505
H -4.8571 1.0021 1.9434
H -4.0167 -0.5316 1.6987
H -4.6036 0.3854 0.3077
H -2.5704 2.0533 3.6372
H -0.9110 2.1002 3.0306
H -1.6626 0.5563 3.4233
H -3.6711 3.6213 1.2230
H -3.1566 3.1985 -0.4119
H -1.9820 3.8206 0.7519

spin multiplicity	2
charge	-1

What are the natural (NBO) partial charges on each atom? They are as follows, in elementary charge units: 1.174, -0.006, -0.112, -0.270, -0.247, 0.306, -0.593, -0.148, -0.013, -0.512, 0.103, -0.289, -0.191, -0.275, -0.072, -0.203, -0.263, 0.007, -0.459, 0.215, -0.186, 0.218, 0.222, 0.174, 0.206, 0.201, 0.199, 0.202, 0.210, 0.215, 0.208, -0.050, -0.390, 0.024, 0.216, 0.214, -0.354, 0.297, -0.232, -0.144, -0.231, 0.025, -0.239, -0.153, -0.103, -0.241, 0.218, 0.224, 0.222, 0.218, -1.127, 1.904, -1.137, -1.134, -1.111, 0.222, 0.227, 0.233, 0.224, 0.233, 0.235, 0.224, 0.235, 0.232

Entry 2:
The following is a DFT calculation (the ωB97M-V functional and the def2-TZVPD basis) of C29H25BrF5IO2Y as an isolated structure in a non-equilibrium geometry.

Positions of all 64 atoms, in Å:
Y 0.1951 0.0482 0.2720
C 2.5585 -0.0571 1.3841
C 2.8246 0.9687 0.4406
C 2.8638 0.3769 -0.8387
C 2.6074 -1.0079 -0.6949
C 2.4315 -1.2844 0.6861
C 2.3412 -2.6362 1.3357
C 2.6785 -1.9842 -1.8309
C 3.2165 1.0364 -2.1350
C 3.1586 2.3903 0.7844
C 2.5868 0.0987 2.8789
H 3.3247 -2.9734 1.6822
H 1.9574 -3.3918 0.6490
H 1.6739 -2.6257 2.2001
H 3.6348 -1.8948 -2.3559
H 1.8980 -1.8130 -2.5803
H 2.5921 -3.0144 -1.4846
H 3.9538 0.4383 -2.6793
H 3.6532 2.0229 -1.9741
H 2.3458 1.1563 -2.7811
H 4.0738 2.4403 1.3837
H 2.3713 2.8768 1.3573
H 3.3186 2.9885 -0.1125
H 3.5742 -0.1458 3.2874
H 1.8647 -0.5558 3.3738
H 2.3536 1.1224 3.1735
I -0.5952 -2.8956 -1.1118
C -1.7923 -3.4387 0.5126
C -2.5111 -4.5928 0.3738
C -3.3100 -5.0503 1.4403
C -3.3457 -4.3403 2.6030
C -2.6024 -3.1443 2.7526
C -2.6558 -2.4315 3.9751
C -1.9495 -1.2775 4.1156
C -1.1743 -0.7852 3.0404
C -1.0576 -1.4106 1.8121
C -1.7970 -2.6372 1.6894
H -2.4667 -5.1567 -0.5480
H -3.8823 -5.9627 1.3277
H -3.9485 -4.6791 3.4384
H -3.2670 -2.8211 4.7819
H -1.9877 -0.7248 5.0479
H -0.6630 0.1570 3.2200
Br -3.2440 4.6646 -6.4163
C -2.5477 3.5139 -5.0704
C -3.4247 2.7565 -4.3119
C -2.9082 1.9205 -3.3338
C -1.5372 1.8420 -3.1265
C -0.6774 2.6142 -3.8956
C -1.1783 3.4591 -4.8745
C -0.9939 0.9275 -2.0652
O -1.7886 0.3165 -1.3194
O 0.2609 0.8177 -1.9487
H -4.4904 2.8231 -4.4814
H -3.5595 1.3200 -2.7131
H 0.3867 2.5467 -3.7118
H -0.5175 4.0677 -5.4761
F 0.2602 1.8784 1.9952
C -0.4715 2.4109 0.8404
F -1.7188 1.7932 1.0478
C -0.6761 3.8695 1.1720
F -1.2573 4.1003 2.3700
F 0.4973 4.5249 1.1821
F -1.4603 4.4441 0.2447

energy relative to the best compared isomer or geometry (same formula, charge and spin)	85.68	kJ/mol
charge	-1

What are the natural (NBO) partial charges on each atom? They are as follows, in elementary charge units: 1.723, -0.239, -0.121, -0.072, -0.176, -0.108, -0.641, -0.625, -0.632, -0.626, -0.619, 0.197, 0.213, 0.224, 0.206, 0.208, 0.213, 0.198, 0.204, 0.234, 0.198, 0.228, 0.209, 0.199, 0.218, 0.221, 0.274, -0.092, -0.275, -0.228, -0.205, 0.023, -0.243, -0.207, -0.240, -0.489, -0.132, 0.215, 0.205, 0.198, 0.196, 0.200, 0.212, 0.022, -0.067, -0.259, -0.165, -0.078, -0.167, -0.259, 0.759, -0.705, -0.775, 0.221, 0.242, 0.237, 0.221, -0.410, 0.173, -0.349, 0.895, -0.333, -0.327, -0.324

Entry 3:
The following is a DFT calculation (the ωB97M-V functional and the def2-TZVPD basis) of C29H25BrI2N4O3Ti as an isolated structure in a non-equilibrium geometry.

Positions of all 65 atoms, in Å:
Ti 0.4250 -0.3785 -0.9017
I 6.7901 -2.6199 -4.3390
C 5.0536 -1.7306 -3.5800
C 4.9109 -0.3488 -3.6223
C 3.7722 0.2234 -3.0944
I 3.4336 2.2955 -3.1563
C 2.7796 -0.5612 -2.4980
O 1.6890 0.0372 -1.9569
C 2.9000 -1.9566 -2.5167
C 1.8017 -2.8578 -1.9866
N 0.4571 -2.2177 -2.0499
C 0.0587 -1.8944 -3.4335
C -0.9051 -0.7429 -3.4337
C -1.4450 -0.2660 -4.6148
C -2.3693 0.7631 -4.5627
C -2.7353 1.2750 -3.3225
C -2.1297 0.7731 -2.1935
N -1.2106 -0.2108 -2.2358
C 4.0459 -2.5242 -3.0550
H 5.6775 0.2651 -4.0741
H 1.7973 -3.7825 -2.5672
H 2.0020 -3.1133 -0.9484
H -0.2221 -2.8715 -1.6663
H 0.9467 -1.6202 -4.0030
H -0.3846 -2.7537 -3.9412
H -1.1478 -0.7049 -5.5579
H -2.8048 1.1556 -5.4717
H -3.4720 2.0600 -3.2328
H -2.3857 1.1576 -1.2157
H 4.1526 -3.6020 -3.0617
O -1.2376 -2.8349 3.4020
C 0.1171 -2.7575 3.6098
C 0.7077 -3.1678 4.7947
C 2.0791 -3.0638 4.9605
C 2.8658 -2.5400 3.9456
C 2.2763 -2.1455 2.7563
C 0.9013 -2.2516 2.5765
C 0.2842 -1.9698 1.2223
O 1.1543 -1.3284 0.3504
N -0.9620 -1.1430 1.2643
N -0.7469 0.1124 0.7625
C -1.2292 1.1719 1.3061
C -0.9594 2.4676 0.7709
Br 0.4429 2.3939 -0.5959
C -1.4105 3.6961 1.0972
C -2.4436 4.1582 1.9934
C -2.5614 5.5528 2.1252
C -3.5144 6.1168 2.9497
C -4.3754 5.2979 3.6664
C -4.2756 3.9149 3.5509
C -3.3300 3.3492 2.7215
H -1.6612 -3.2367 4.1684
H 0.0907 -3.5828 5.5844
H 2.5304 -3.3952 5.8855
H 3.9361 -2.4528 4.0717
H 2.8794 -1.7433 1.9532
H -0.0131 -2.9396 0.7953
H -1.4519 -1.1992 2.1518
H -1.8210 1.0930 2.2131
H -0.9023 4.5058 0.5824
H -1.8844 6.1949 1.5743
H -3.5840 7.1927 3.0312
H -5.1286 5.7333 4.3091
H -4.9484 3.2799 4.1109
H -3.3060 2.2725 2.6319

energy relative to the best compared isomer or geometry (same formula, charge and spin)	77.72	kJ/mol
charge	+2

What are the natural (NBO) partial charges on each atom? They are as follows, in elementary charge units: 1.668, 0.244, -0.135, -0.259, -0.143, 0.217, 0.185, -0.663, -0.027, -0.251, -0.604, -0.281, 0.254, -0.228, -0.079, -0.237, 0.091, -0.562, -0.237, 0.259, 0.231, 0.245, 0.416, 0.257, 0.248, 0.252, 0.254, 0.256, 0.219, 0.240, -0.716, 0.374, -0.296, -0.151, -0.222, -0.165, -0.189, 0.250, -0.659, -0.447, -0.337, 0.081, -0.166, 0.228, -0.059, -0.170, -0.125, -0.204, -0.137, -0.219, -0.110, 0.506, 0.227, 0.239, 0.236, 0.226, 0.175, 0.417, 0.227, 0.240, 0.221, 0.241, 0.239, 0.234, 0.183

Entry 4:
The following is a DFT calculation (the ωB97M-V functional and the def2-TZVPD basis) of C29H25Cl4F7MoN3O8S3 as an isolated structure.

Positions of all 80 atoms, in Å:
Mo 0.1905 -0.0428 0.7020
F -4.2020 2.1742 2.9759
C -3.7636 3.0681 2.0897
F -4.5059 2.9571 0.9812
F -3.9346 4.2888 2.5885
S -2.0025 2.7624 1.6450
O -2.0211 1.3951 1.1774
O -1.6542 3.7810 0.7005
N -1.4237 2.9212 3.0975
S 0.0857 2.8513 3.5350
O 0.9630 2.1829 2.6143
O 0.1617 2.5279 4.9279
C 0.6302 4.6139 3.4561
F 0.5627 5.0854 2.2159
F -0.1278 5.3779 4.2463
F 1.8981 4.7017 3.8767
Cl 0.7990 4.6048 -5.1639
C 0.7156 3.7417 -3.6536
C -0.3045 2.8326 -3.4480
C -0.3557 2.1521 -2.2444
Cl -1.6478 1.0213 -1.9863
C 0.5827 2.3396 -1.2214
O 0.5495 1.7163 -0.0719
C 1.5964 3.2734 -1.4899
Cl 2.8038 3.5337 -0.2806
C 1.6720 3.9740 -2.6798
H -1.0537 2.6549 -4.2053
H 2.4691 4.6847 -2.8402
C -2.3742 -1.4855 -4.3690
C -2.2606 -2.7618 -3.5501
N -2.2189 -2.5459 -2.0982
C -3.4723 -2.6915 -1.3442
C -4.1535 -1.3627 -1.0581
C -1.0700 -2.1875 -1.5154
S -1.0690 -2.0479 0.2187
N -0.0104 -2.0975 -2.3262
C 1.0377 -1.3547 -2.0435
O 1.1473 -0.4886 -1.1352
C 2.1965 -1.4577 -2.9835
C 2.1896 -2.3722 -4.0328
C 3.2775 -2.4575 -4.8872
C 4.3733 -1.6254 -4.7009
C 4.3811 -0.7104 -3.6588
C 3.2962 -0.6255 -2.7989
H -2.4135 -1.7439 -5.4297
H -1.5136 -0.8418 -4.1995
H -3.2766 -0.9245 -4.1232
H -1.3556 -3.2986 -3.8298
H -3.1129 -3.4139 -3.7417
H -3.2662 -3.2102 -0.4116
H -4.1164 -3.3384 -1.9404
H -3.5235 -0.7308 -0.4314
H -5.0844 -1.5392 -0.5168
H -4.3893 -0.8238 -1.9772
H 1.3262 -3.0089 -4.1653
H 3.2712 -3.1720 -5.7006
H 5.2215 -1.6896 -5.3711
H 5.2344 -0.0604 -3.5137
H 3.2872 0.0830 -1.9813
Cl -2.5583 -1.2389 5.6944
C -1.5970 -0.2890 4.5404
C -1.1809 -1.0804 3.3115
O -1.4646 -2.2286 3.0974
O -0.4337 -0.3136 2.5367
H -0.7048 0.0690 5.0469
H -2.1815 0.5734 4.2301
F 2.0276 -3.4428 6.3550
C 2.0491 -2.7914 5.1643
C 2.1537 -1.4150 5.1578
C 2.1793 -0.7573 3.9376
C 2.0987 -1.4606 2.7331
C 2.0717 -0.7488 1.4267
C 1.9921 -2.8480 2.7897
C 1.9672 -3.5250 4.0021
H 2.2050 -0.8735 6.0932
H 2.2349 0.3235 3.9166
H 2.5275 -1.3437 0.6351
H 2.6013 0.2116 1.4855
H 1.8999 -3.4094 1.8668
H 1.8712 -4.6015 4.0514

energy relative to the best compared isomer or geometry (same formula, charge and spin)	45.12	kJ/mol
spin multiplicity	3
charge	-1

What are the Mulliken partial charges on each atom? They are as follows, in elementary charge units: 0.379, -0.207, 0.449, -0.200, -0.222, 1.051, -0.528, -0.691, -0.546, 1.142, -0.634, -0.737, 0.393, -0.193, -0.229, -0.219, -0.258, 0.335, -0.875, 0.689, -0.032, -1.321, 0.983, 0.671, -0.245, -0.840, 0.471, 0.470, -0.807, -0.632, 0.172, -1.024, -0.313, 0.118, -0.446, -0.203, -0.286, -0.158, 0.656, -0.314, -0.708, -0.363, -0.940, -0.383, 0.412, 0.097, 0.234, 0.338, 0.437, 0.545, 0.411, -0.198, 0.408, 0.203, 0.425, 0.405, 0.381, 0.412, 0.424, -0.241, 0.180, 0.123, -0.702, 0.987, 0.169, 0.019, -0.368, 0.637, -0.837, -0.119, 0.605, -1.582, 0.007, -0.862, 0.432, 0.382, 0.862, 0.236, 0.301, 0.407

Number 1: total energy -167700.0384 eV. Number 2: total energy -127353.0253 eV. Number 3: total energy -151928.6446 eV. Number 4: total energy -154808.0651 eV.